Entry 1:
DFT (wB97M-V/def2-TZVPD) results for a molecular structure, C12H24F6NaO12P in a non-equilibrium geometry.

```
56
Properties=species:S:1:pos:R:3:forces:R:3:mulliken_charge:R:1
Na -18.2396 -16.7577 -19.3688 -0.072 0.030 -0.322 0.83
P -17.4456 -14.0720 -21.4203 1.133 2.001 -2.241 1.22
F -15.9994 -13.8031 -22.1524 -0.825 -0.041 1.069 -0.38
F -17.1150 -15.6640 -21.3571 -0.184 -0.529 0.255 -0.41
F -16.7663 -13.9500 -19.9261 -0.441 0.567 -0.662 -0.36
F -18.8718 -14.3352 -20.7434 -0.650 -0.373 0.705 -0.31
F -17.8482 -12.4448 -21.5720 0.877 -1.593 1.078 -0.41
F -18.0964 -14.2678 -22.8906 -0.167 -0.438 0.228 -0.39
C -19.8138 -16.3480 -14.7986 1.725 -2.293 1.817 -0.61
O -20.3326 -15.3523 -15.5683 -1.836 1.505 -2.307 -0.36
C -20.6088 -15.6072 -16.8762 1.464 -0.288 -2.895 0.61
O -20.0752 -16.4636 -17.5982 -0.649 1.216 2.193 -0.28
O -21.4592 -14.7100 -17.4102 0.126 0.525 2.718 -0.39
C -21.4660 -14.2779 -18.7496 -0.385 -0.778 -2.379 -0.38
H -19.2876 -16.0044 -13.9080 -0.263 1.086 -0.126 0.31
H -19.0095 -16.9107 -15.2725 -0.383 -0.267 -0.603 0.07
H -20.5588 -17.0121 -14.3604 -0.305 -0.169 -0.558 0.37
H -20.6386 -13.6751 -19.1238 0.474 -0.233 0.777 0.30
H -22.3576 -13.7162 -19.0283 -0.220 0.259 1.212 0.36
H -21.5949 -15.1133 -19.4377 0.580 -0.432 0.122 -0.03
C -20.8190 -17.1509 -23.0478 -0.533 -0.261 0.576 -0.58
O -21.7146 -17.7519 -22.0944 -2.137 -1.138 -0.281 -0.46
C -21.4523 -17.8188 -20.7990 -1.192 0.738 -1.841 0.60
O -20.3725 -17.5612 -20.4136 3.105 0.326 2.432 0.17
O -22.5437 -18.1056 -20.1089 -1.544 -0.055 0.450 -0.42
C -22.5026 -18.2786 -18.6546 1.883 -0.947 -0.802 -0.39
H -21.0889 -16.0955 -23.0118 0.925 0.131 -0.110 0.31
H -21.1300 -17.5434 -24.0160 0.098 -0.080 0.151 0.21
H -19.7989 -17.4529 -22.8104 0.036 0.636 -0.125 0.27
H -23.2984 -18.9174 -18.2715 -0.465 0.454 -0.749 0.33
H -22.3897 -17.3570 -18.0836 -0.166 0.018 -0.471 0.08
H -21.6064 -18.8910 -18.5546 0.228 0.247 0.773 0.14
C -14.6088 -20.0245 -19.3296 -1.170 1.161 0.025 -0.30
O -15.7230 -20.6835 -19.9797 -1.520 0.271 -1.098 -0.35
C -16.8977 -19.9980 -20.2747 -0.762 -0.526 1.096 0.50
O -17.1979 -18.8322 -20.0658 1.116 -1.545 -0.263 -0.35
O -17.8046 -20.9356 -20.7098 2.345 0.107 -0.165 -0.34
C -19.1881 -20.6944 -20.7835 -1.073 0.600 0.987 -0.45
H -14.4136 -19.1019 -19.8762 0.073 0.147 0.361 0.27
H -13.6827 -20.5971 -19.2793 -0.591 -0.626 -0.516 0.23
H -14.9564 -19.8481 -18.3117 0.349 0.420 0.032 0.01
H -19.7073 -21.6487 -20.6955 0.414 -0.160 -0.137 0.36
H -19.5893 -20.1911 -21.6632 0.705 0.096 -0.279 0.26
H -19.4998 -20.1095 -19.9181 0.013 0.201 0.012 0.07
C -16.6100 -14.2639 -16.5128 -0.741 -0.065 0.101 -0.37
O -15.8324 -15.4125 -16.0748 -0.814 -2.093 -0.036 -0.36
C -16.2840 -16.6724 -16.4106 0.578 0.619 -0.662 0.63
O -16.8053 -16.9236 -17.4842 0.038 -0.057 1.609 -0.27
O -15.9519 -17.6014 -15.4410 -0.629 1.765 -0.782 -0.35
C -16.5636 -18.8811 -15.4934 -0.336 -1.374 -0.456 -0.37
H -17.6360 -14.3454 -16.1540 0.071 -0.041 0.855 0.17
H -16.8382 -14.1090 -17.5674 1.252 -0.437 -0.394 0.16
H -16.0878 -13.4193 -16.0633 -0.224 -0.112 -0.230 0.30
H -16.4920 -19.3787 -16.4605 0.337 0.348 -0.212 -0.02
H -17.6236 -18.9544 -15.2505 -0.208 0.970 0.052 0.20
H -16.1123 -19.5514 -14.7618 0.543 0.510 0.014 0.35
```
Forces are in eV/Å.

Calculated values
- charge = 0
- LUMO (eV) = -0.194
- Kohn-Sham gap (eV) = 11.06
- HOMO energy (eV) = -11.249
- DFT total energy (Ha) = -2477.62579

---

Entry 2:
DFT (wB97M-V/def2-TZVPD) results for a molecular structure, C12H24LiNO13 in a non-equilibrium geometry.

```
51
Properties=species:S:1:pos:R:3:forces:R:3:mulliken_charge:R:1
Li 1.9533 0.8462 -2.1253 0.397 0.084 -0.509 1.19
C 0.4641 1.3943 2.5889 0.200 0.345 0.848 -1.19
C 0.3095 -0.0982 2.3335 -0.522 -0.474 -0.707 -0.34
N -0.9885 -0.4726 1.5721 -1.695 2.158 -0.653 0.66
C -2.2339 0.1040 2.3038 1.449 -0.851 0.734 -1.28
C -1.0542 0.2822 0.1988 -0.221 -1.296 -1.036 -0.32
C -2.1889 -0.2010 -0.8069 -0.054 1.104 1.374 -1.49
C -1.1968 -1.9471 1.3853 2.043 -0.652 0.894 -0.68
C -1.0796 -2.8603 2.7152 -0.912 0.279 -1.621 -1.03
O -1.8303 -2.4715 3.8536 -0.748 -0.169 0.849 -0.33
C -3.1864 -2.9721 3.9661 0.832 -0.298 -1.314 -0.74
H 1.2704 1.5504 3.3057 0.296 -0.402 -0.097 0.41
H -0.3812 1.8465 3.1076 -0.407 -0.179 -0.117 0.37
H 0.7661 2.0583 1.7790 -0.078 -0.639 -0.489 0.24
H 0.2434 -0.7286 3.2202 -0.049 0.495 0.383 0.41
H 1.1494 -0.5100 1.7740 -0.061 0.268 -0.406 0.36
H -3.0511 -0.4974 1.9057 -0.180 0.444 0.473 0.39
H -2.3756 1.1838 2.2572 0.184 -0.193 -1.009 0.33
H -2.0016 -0.0208 3.3615 -0.591 -0.711 0.044 0.44
H -0.0934 0.1965 -0.3088 0.128 -0.268 0.181 0.44
H -1.2079 1.3272 0.4681 0.019 -0.190 -0.181 0.33
H -2.3421 -1.2511 -1.0557 1.023 0.049 -0.170 0.34
H -2.0615 0.4199 -1.6937 0.304 -0.298 -0.221 0.24
H -3.1646 0.0845 -0.4136 -0.196 0.277 0.234 0.54
H -0.3710 -2.2515 0.7422 0.669 -0.190 0.028 0.36
H -1.9637 -2.1684 0.6431 -0.799 0.312 0.959 0.59
H -0.0570 -3.0540 3.0391 0.107 0.804 -0.050 0.46
H -1.3605 -3.8410 2.3312 -0.461 -0.240 0.091 0.51
H -3.7273 -2.7082 4.8749 0.655 0.700 0.037 0.25
H -3.2151 -4.0617 3.9522 0.318 -0.240 -0.124 0.31
H -3.7285 -2.6386 3.0812 -0.385 0.109 0.077 0.31
O 5.0146 1.9229 -0.0859 2.126 -0.019 -0.625 -0.54
C 3.8468 1.6861 0.4491 -2.057 0.582 3.593 0.54
O 2.9276 1.6020 -0.3640 -2.767 -0.878 -1.875 -0.62
O 3.7025 1.6801 1.6795 0.426 -0.330 1.448 -0.80
H 4.5882 1.8138 -0.9390 1.271 0.301 -2.367 0.36
O -0.5482 -2.0326 -3.4519 -1.104 0.131 -1.027 -0.51
C 0.3514 -1.9121 -2.4999 1.782 -3.455 4.074 0.49
O 1.0645 -0.9561 -2.4242 2.019 5.779 -1.365 -0.47
O 0.5409 -2.7865 -1.6297 -2.077 -2.855 0.711 -0.85
H -0.3803 -1.1424 -3.7697 -0.764 0.823 -1.460 0.32
O -0.9549 3.6716 -3.9251 -0.403 4.226 0.244 -0.50
C -0.8303 2.3924 -3.9588 3.182 -4.366 2.091 0.61
O 0.0209 1.8611 -3.2248 0.217 -0.444 0.850 -0.48
O -1.5756 1.8478 -4.7741 -1.828 -1.597 -1.704 -0.82
H -1.5911 3.5407 -4.6321 -1.272 2.026 -1.047 0.29
O 4.7277 3.0331 -3.8531 -0.096 0.381 0.247 -0.46
C 4.2811 1.7471 -4.0524 -0.818 -2.446 0.942 0.59
O 4.6655 1.2026 -5.0970 0.395 0.319 -0.862 -0.75
O 3.6065 1.1912 -3.1448 0.223 1.195 -0.163 -0.76
H 5.2468 3.0974 -4.6581 0.277 0.486 -0.208 0.28
```
Forces are in eV/Å.

Calculated values
- charge = -2
- LUMO (eV) = 3.289
- Kohn-Sham gap (eV) = 5.40
- HOMO energy (eV) = -2.113
- DFT total energy (Ha) = -1512.15332
- energy relative to the best compared isomer or geometry (same formula, charge and spin) (kJ/mol) = 442.6

---

Look up the Kohn-Sham gap of the first one.
11.06 eV